Density functional theory data (ωB97M-V with the def2-TZVPD basis set) for a structure of composition C21H32BIrN8.

The net charge is +2. The gap between HOMO and LUMO is 7.235 eV. The LUMO energy comes out at -7.81 eV.

Element x y z (Å)
Ir  0.17051  -0.18152  -0.16517
C  1.21264  -2.19299  -1.86549
C  2.71936  -1.95009  -1.79229
C  3.28010  -1.59194  -3.17423
C  3.08869  -0.89797  -0.78536
C  4.34938  -0.45828  -0.37467
C  4.11045  0.54840  0.54375
N  2.78569  0.70104  0.67288
N  2.16847  -0.17778  -0.13166
B  1.93796  1.60841  1.57204
N  1.00332  2.41553  0.67516
C  0.80860  3.72755  0.59384
C  0.00893  3.98711  -0.50411
C  -0.27912  2.75505  -1.07738
N  0.33225  1.80091  -0.32585
C  -1.04437  2.50680  -2.34883
C  -2.54925  2.29512  -2.12446
C  -0.42436  1.33563  -3.11007
N  1.07190  0.68087  2.42193
C  0.99627  0.57890  3.74586
C  0.17587  -0.48406  4.05890
C  -0.23092  -1.03674  2.84852
N  0.30640  -0.28831  1.85054
C  -1.07667  -2.28108  2.75147
C  -2.51946  -1.99143  3.18741
C  -1.00885  -2.98882  1.40214
H  0.97273  -2.96045  -2.60053
H  0.69304  -1.27566  -2.20587
H  0.80717  -2.53989  -0.89711
H  3.20602  -2.87611  -1.47557
H  2.85532  -0.65215  -3.53486
H  3.04762  -2.37928  -3.89122
H  4.36237  -1.48266  -3.13602
H  5.30319  -0.83446  -0.70239
H  4.79901  1.15584  1.10841
H  2.62356  2.31366  2.24369
H  1.26542  4.40532  1.29678
H  -0.31394  4.95226  -0.85592
H  -0.94029  3.41154  -2.94782
H  -2.75749  1.26367  -1.87065
H  -3.09912  2.53428  -3.03428
H  -2.92787  2.93020  -1.32389
H  -0.48904  0.40996  -2.50631
H  0.62575  1.51425  -3.34271
H  -0.95612  1.14731  -4.04229
H  1.54345  1.25533  4.38268
H  -0.08169  -0.84593  5.03975
H  -0.66578  -2.96055  3.50014
H  -2.97269  -1.22390  2.56559
H  -2.55264  -1.65330  4.22255
H  -3.11858  -2.89967  3.11171
H  -1.62107  -2.48635  0.66051
H  -1.38087  -4.00834  1.49431
H  0.02522  -3.05047  1.04346
N  -4.01619  -0.61157  -0.53974
C  -3.94698  0.31046  0.47755
C  -2.62669  0.53982  0.67938
N  -1.90145  -0.23320  -0.21212
C  -2.77606  -0.91563  -0.93188
H  -4.86838  -0.99188  -0.92348
H  -4.82254  0.70769  0.96118
H  -2.14914  1.22095  1.36266
H  -2.53902  -1.61139  -1.72056

Force components x, y, z for each atom (eV/Å):
0.30 -0.53 -0.13
0.11 0.09 0.19
0.13 0.08 -0.01
-0.05 0.02 0.02
0.04 -0.08 -0.11
-0.05 0.01 0.02
0.07 -0.16 -0.14
0.47 0.19 0.05
0.03 -0.09 -0.16
0.39 -0.03 0.16
-0.11 0.20 -0.02
0.01 0.15 -0.19
-0.06 0.04 0.00
-0.14 -0.10 0.02
-0.51 0.06 0.27
-0.06 -0.41 0.21
0.01 0.26 -0.04
0.09 0.16 -0.03
-0.23 -0.03 0.19
-0.07 -0.11 0.11
0.08 -0.02 0.02
-0.21 -0.05 -0.06
-0.18 0.29 -0.22
-0.12 0.13 -0.18
0.06 -0.12 0.02
0.22 0.02 0.12
-0.06 -0.01 0.03
0.04 -0.12 -0.16
-0.02 0.03 -0.09
-0.09 -0.06 0.05
0.01 -0.02 -0.01
0.00 0.02 0.00
0.00 0.02 -0.01
0.00 0.04 0.02
-0.05 0.01 0.01
-0.11 0.00 0.02
0.08 -0.07 -0.01
0.03 -0.03 -0.06
0.18 0.02 0.02
-0.07 -0.04 -0.03
0.03 -0.01 0.00
-0.01 0.05 -0.06
-0.10 0.03 -0.08
0.01 -0.03 0.00
-0.02 -0.09 0.04
0.02 -0.01 -0.05
0.04 -0.03 -0.02
0.16 0.01 -0.02
-0.05 0.03 -0.06
-0.02 0.01 -0.02
0.01 0.01 0.02
-0.08 0.01 -0.10
0.01 0.00 -0.03
-0.04 -0.08 0.05
-0.10 0.10 0.17
-0.04 -0.04 -0.05
-0.08 0.03 -0.22
-0.08 0.51 0.68
0.17 -0.14 -0.11
0.03 -0.05 -0.06
0.00 -0.01 -0.04
0.01 -0.06 0.05
-0.04 -0.01 0.01